Computed, not measured: an isolated ion of composition C5H9N and charge -1 at a distorted geometry, with ωB97M-V with the def2-TZVPD basis set.

Output
HOMO (spin up / spin down)   0.0208 / -0.1044 hartree
ΔE to the lowest compared entry with this formula, charge and spin   164.1 kJ/mol
Multiplicity   2
Max |F|   0.0667 hartree/bohr
Total charge   -1

XYZ file:
```
15
Properties=species:S:1:pos:R:3:mulliken_spin:R:1
C 1.23 1.43 0.64 0.014
C 0.36 0.15 0.93 -0.036
C -0.67 -0.03 -0.14 0.162
C -2.00 -0.30 0.15 0.046
C 0.37 -1.32 -1.66 0.485
N -0.26 -0.21 -1.45 0.236
H 1.84 1.47 1.53 -0.026
H 1.46 1.36 -0.53 0.030
H 0.50 2.25 0.69 0.010
H -0.24 -0.05 1.89 0.038
H 1.08 -0.79 0.92 0.025
H -2.29 -0.54 1.11 0.001
H -2.90 0.08 -0.47 -0.013
H 0.76 -1.43 -2.69 0.019
H 0.75 -2.07 -0.92 0.008
```